(A)
{"formula": "C11H22N2O3", "method": "the ωB97M-V functional and the def2-TZVPD basis", "species": ["H", "C", "O", "H", "H", "C", "H", "C", "H", "H", "C", "H", "N", "H", "H", "C", "O", "H", "H", "C", "C", "H", "H", "C", "H", "H", "C", "H", "C", "C", "H", "H", "N", "H", "H", "H", "O", "H"], "positions_angstrom": [[1.173, -0.103, 0.093], [-0.505, 1.388, -0.546], [-0.498, 0.222, 3.073], [1.632, 2.053, 1.386], [-3.491, -0.530, -2.442], [-2.723, -1.863, -0.890], [3.258, 2.806, -1.303], [1.055, 0.884, -0.395], [-2.843, -2.899, -1.029], [-2.005, -3.116, 1.581], [-1.197, -3.038, 0.866], [4.056, 1.559, 1.035], [-1.497, 0.771, 0.264], [-0.627, -1.633, -0.528], [-0.247, -3.054, 1.506], [2.518, 3.007, -0.379], [0.663, -1.040, 1.985], [-2.453, -0.439, 1.435], [-1.812, -0.370, -2.086], [3.162, 0.885, 0.663], [-1.449, -0.468, 0.985], [-2.342, 1.340, 0.321], [3.085, 0.083, 1.343], [-0.416, -0.550, 2.059], [1.118, 1.462, -2.299], [-3.532, -1.485, -0.241], [-2.616, -1.158, -2.212], [-1.157, -3.955, 0.327], [1.977, 1.712, 0.363], [-1.419, -1.725, 0.141], [0.440, 0.106, 3.254], [3.415, 0.275, -0.096], [1.417, 0.655, -1.847], [3.050, 3.623, 0.477], [2.425, 0.590, -1.814], [-2.389, -1.796, -2.996], [-0.879, 2.248, -1.337], [1.657, 3.554, -0.713]], "multiplicity": 1, "smiles": "CC[C@H](C)[C@H](NC(=O)[C@@H](N)C(C)C)C(=O)O", "e_homo_ev": -9.682, "orbital_gap_ha": 0.37985}

(B)
{"formula": "C11H22N2O3", "method": "the ωB97M-V functional and the def2-TZVPD basis", "species": ["H", "H", "C", "H", "N", "C", "H", "O", "H", "C", "N", "H", "H", "H", "C", "C", "H", "C", "C", "H", "H", "H", "H", "H", "O", "H", "H", "H", "O", "C", "C", "C", "C", "H", "H", "H", "H", "H"], "positions_angstrom": [[1.103, 1.887, 2.756], [-2.611, 0.931, 2.623], [0.224, 0.798, -4.145], [2.320, -1.515, -2.688], [0.012, -0.277, -1.874], [-1.867, -1.945, 2.021], [-0.983, 0.084, -1.942], [1.468, -1.009, -0.308], [-3.486, -2.750, 1.477], [0.889, 1.086, 2.071], [-0.742, -0.828, 0.177], [0.984, 1.004, -4.935], [2.623, 0.645, -1.625], [-1.428, -0.288, 4.434], [1.769, -1.054, -3.473], [-0.493, 0.089, 4.052], [1.266, 1.710, -1.511], [-0.665, -1.029, 1.674], [0.285, -0.799, -0.630], [-0.208, 1.027, 4.548], [0.791, 1.554, 1.092], [-0.576, 0.178, -4.557], [0.238, -0.718, 4.295], [-1.771, 1.387, 1.140], [-2.920, -2.002, 1.194], [-1.402, 2.247, 2.630], [2.408, 1.769, -3.017], [-0.251, 1.758, -3.883], [-1.747, -2.658, 3.022], [-1.624, 1.275, 2.205], [-0.466, 0.358, 2.490], [1.915, 1.171, -2.244], [1.011, 0.102, -2.912], [0.196, -1.643, 1.997], [-1.536, -0.265, -0.087], [1.749, 0.348, 2.046], [1.033, -1.795, -3.811], [2.493, -0.833, -4.304]], "multiplicity": 1, "smiles": "CC(C)(C)NC(=O)N[C@H](C(=O)O)C(C)(C)C", "e_homo_ev": -9.239, "orbital_gap_ha": 0.35593}

Looking at the structures above, (B) is most stable, and the difference to the next one is 65.5 kcal/mol.